Molecular formula: C64H128O48
Method: DFT, ωB97M-V/def2-TZVPD

```
240
Properties=species:S:1:pos:R:3:forces:R:3
C -5.12078 7.86278 -2.62274 0.3131 -0.5246 0.9458
C -4.16327 9.01519 -2.40930 -1.5196 -0.5196 0.8801
O -3.91715 9.66150 -3.64373 -1.4012 1.6964 -1.3851
C -4.92878 10.46706 -4.16976 -0.5897 2.7433 1.2611
O -5.99476 10.84457 -3.62172 3.4965 -2.0812 -1.8794
O -4.39713 11.05287 -5.31482 -0.7536 -1.0886 0.9653
C -5.17506 11.99758 -6.11463 -0.2329 -0.7423 0.5329
H -5.42359 7.48521 -1.64609 0.1905 -0.1367 0.2420
H -4.56646 7.05370 -3.09838 -0.6116 -0.0477 -0.5244
H -6.07764 8.16496 -3.04841 0.3813 -0.0305 -0.6148
H -3.23219 8.66720 -1.96198 0.2432 0.1237 -0.6335
H -4.62341 9.63326 -1.63835 0.0971 0.7955 -0.3937
H -4.93512 13.02310 -5.83384 0.0449 -0.1603 0.1421
H -6.24489 11.81569 -6.01219 0.0795 0.0347 0.2569
H -4.91719 11.82463 -7.15947 0.2617 -0.0652 0.2040
C -4.77641 -5.74842 10.86041 0.3439 0.1828 -0.7563
C -4.59114 -4.52924 9.95375 0.9772 -0.6385 1.3917
O -5.61012 -4.45990 9.00449 -0.6004 0.1291 -1.1739
C -5.39666 -4.71399 7.69774 1.8426 -0.6020 -0.1055
O -4.41256 -5.24524 7.17221 -2.2237 1.2399 1.3179
O -6.48033 -4.23610 7.09289 -0.7402 -0.2620 0.6300
C -6.49877 -4.25604 5.70976 0.7116 0.0444 -2.5952
H -3.98155 -5.74808 11.60626 -0.0807 -0.0668 0.0865
H -4.64486 -6.61386 10.21094 -0.1664 -0.2936 0.2927
H -5.75259 -5.76545 11.34505 0.0649 0.0151 -0.0698
H -3.60049 -4.57670 9.50158 -0.0970 0.0477 -0.2593
H -4.63687 -3.63906 10.58111 -0.1603 0.2626 -0.3104
H -6.03423 -5.14283 5.27858 0.3941 0.0344 0.3107
H -6.00306 -3.36378 5.32734 0.4176 -0.0630 0.0216
H -7.45506 -4.22184 5.18781 -0.6816 -0.0121 1.2122
C -9.25585 0.69273 -3.69499 1.3287 0.2697 -0.1389
C -8.81366 1.50919 -2.47326 0.2598 -0.3912 -1.6815
O -9.97588 1.93218 -1.82462 -2.7505 1.7943 1.5821
C -10.72055 3.05826 -2.17457 2.8703 0.5182 -2.4419
O -10.35383 3.88430 -3.02138 -0.7748 -1.7011 1.9549
O -11.84756 3.10804 -1.50243 0.5918 -2.4057 0.5094
C -12.55223 4.29154 -1.40466 0.0808 2.2441 -0.2942
H -8.36340 0.38212 -4.23827 0.1918 -0.1036 -0.0346
H -9.78421 1.33302 -4.40136 -0.4466 -0.2137 0.2138
H -9.75969 -0.23161 -3.41245 -0.3846 0.3373 -0.0113
H -8.14761 2.32825 -2.74459 -0.2937 0.2697 -0.1594
H -8.22775 0.87965 -1.80358 -0.4330 0.0416 0.3696
H -13.40916 4.14685 -0.74676 0.2292 -0.1055 -0.1613
H -12.83273 4.73920 -2.35809 -0.3674 -0.6164 -0.2926
H -11.87488 5.06091 -1.03403 -0.0986 0.0590 0.6025
C -12.47687 1.55526 3.50270 1.4080 0.3395 -0.2406
C -10.94415 1.66543 3.82163 -1.2211 -1.1356 -0.3190
O -10.63491 2.99107 4.27414 -0.0614 0.1682 0.5344
C -9.38113 3.45535 4.19544 1.6323 -1.7120 -1.9783
O -8.44363 2.80790 3.71472 -1.5516 1.5676 1.2728
O -9.35592 4.72614 4.59493 -2.1204 -1.2414 0.5478
C -8.26308 5.52341 4.40503 2.5085 1.1713 -0.6808
H -12.58343 0.68919 2.84950 -0.0993 0.0595 -0.1068
H -12.75345 2.45783 2.95776 -0.3081 -0.1222 0.0094
H -13.13163 1.38630 4.35760 0.2789 0.3088 0.1373
H -10.36013 1.34266 2.95974 0.0536 0.7775 -0.2365
H -10.73878 0.85906 4.52569 0.3898 0.5503 0.7548
H -8.03140 5.72670 3.35952 -0.4365 -0.1691 -0.3201
H -7.32300 5.11352 4.77429 -0.1685 -0.2853 0.4162
H -8.42495 6.49716 4.86731 -0.2947 -0.2819 0.2003
C -3.64813 -6.57055 -5.05772 0.9531 -0.0006 -0.3035
C -4.22953 -5.95706 -3.77532 0.0236 0.5601 -0.6928
O -3.30949 -6.17259 -2.74034 2.0992 -0.9485 1.6324
C -3.33180 -5.55412 -1.53278 -4.9601 1.3776 -1.2132
O -4.26882 -4.84330 -1.16490 1.4810 -0.6225 -0.5553
O -2.33787 -5.91928 -0.83625 3.3561 -0.9122 1.8848
C -2.08071 -5.50470 0.52971 -0.2937 0.0425 0.8703
H -2.59252 -6.31307 -5.14432 0.0880 0.5815 0.2231
H -4.08816 -6.19533 -5.98167 -0.4168 0.1310 0.2611
H -3.54743 -7.64896 -5.18012 -0.8286 -0.2257 0.6417
H -5.20733 -6.35460 -3.50335 -0.0447 0.1644 -0.0460
H -4.23194 -4.87284 -3.88736 -0.7415 0.0388 -0.3216
H -2.64844 -4.64548 0.88682 -0.1906 0.0040 -0.6750
H -1.02885 -5.32395 0.75111 0.1720 0.2800 -1.1582
H -2.25748 -6.30063 1.25313 -0.6913 -0.4596 -0.5403
C 5.91477 -4.34605 -8.23564 0.7551 0.3433 0.2164
C 4.89037 -5.00233 -9.09481 -1.1807 -0.1549 1.6613
O 4.45983 -4.12387 -10.10836 0.2440 0.5886 -0.9741
C 3.58643 -4.57704 -11.02575 1.5020 0.0969 0.6162
O 3.29475 -5.73171 -11.14145 -0.7621 -0.0794 -0.4022
O 3.24215 -3.52690 -11.77157 0.2144 -0.3456 -0.2454
C 2.32861 -3.80207 -12.81951 -1.7523 -0.0440 0.2128
H 6.16355 -5.05950 -7.45002 0.3483 -0.1322 -0.1292
H 5.65265 -3.43882 -7.69128 -0.3961 0.1314 -0.4462
H 6.77296 -4.14971 -8.87834 0.3254 0.0969 0.3678
H 3.99764 -5.15982 -8.48955 -0.0547 -0.5856 0.1045
H 5.32656 -5.96892 -9.34689 -0.4430 0.0724 -1.0099
H 1.38143 -4.09298 -12.36528 -0.1353 -0.1372 0.1132
H 2.55653 -4.62659 -13.49502 0.7302 0.2692 0.0571
H 2.09244 -2.86349 -13.32089 0.6023 -0.1178 -0.1402
C 9.95298 3.67466 0.91861 1.1381 0.1710 0.4943
C 8.53108 3.32671 1.29729 0.2405 -0.5350 -0.3963
O 8.50810 2.07034 2.03201 -0.4250 -0.1723 -0.9130
C 8.67735 2.01923 3.32408 1.1035 0.5000 1.7318
O 8.91353 2.94582 4.06902 -0.2931 -0.1439 -0.4304
O 8.63791 0.73587 3.71200 -0.2916 -1.1408 -0.1833
C 9.12542 0.39236 5.01853 0.1299 0.8581 0.6072
H 10.49838 3.06792 0.19576 -0.6404 -0.4941 -0.0853
H 10.53200 3.59680 1.83881 0.1258 0.0866 0.1223
H 10.12926 4.69383 0.57463 -0.6116 0.1685 0.0522
H 7.91891 3.03369 0.44436 -0.0676 0.5750 -0.0094
H 8.10762 4.15324 1.86795 -0.2165 -0.3190 0.1131
H 8.72300 1.09706 5.74624 0.3835 0.2311 -0.0525
H 10.21532 0.37861 5.01229 0.0045 0.4044 0.0088
H 8.84218 -0.58380 5.41222 -0.5785 -0.1989 -1.0676
C -1.06998 -0.08475 -8.57657 -1.6187 -0.0986 0.5657
C -2.05401 0.60752 -7.57933 2.2685 0.7553 -0.3166
O -3.28419 0.88186 -8.19179 -0.4269 0.9834 -0.5545
C -3.72324 2.15897 -8.19111 -1.1146 0.3380 1.0374
O -3.25240 3.11660 -7.60222 -0.5187 -1.3103 -1.3163
O -4.91499 2.09335 -8.84839 1.0593 0.0848 0.3338
C -5.71682 3.25290 -9.06584 -0.3779 -0.3707 -0.4799
H -0.19019 -0.35559 -7.99286 -0.0294 -0.4626 -0.3678
H -0.78484 0.52973 -9.43050 0.0348 0.6068 0.4262
H -1.62544 -0.88341 -9.06820 0.4801 -0.6900 0.3786
H -1.50023 1.50971 -7.31955 -0.5669 0.4703 0.1454
H -2.24861 0.13587 -6.61611 0.1380 -0.6911 -0.3346
H -6.42488 2.90477 -9.81787 0.1144 0.1732 -0.1908
H -5.14480 4.08672 -9.47282 0.0001 0.0124 0.3555
H -6.34873 3.50271 -8.21356 0.5612 0.2003 0.3284
C 2.59944 -2.68396 -1.57306 1.3590 2.1358 -0.3676
C 2.99131 -1.22434 -1.03276 -1.3830 -2.1885 0.1020
O 1.97618 -0.84959 -0.08292 0.8031 -0.4456 0.6647
C 0.89213 -0.24501 -0.47293 -1.1785 1.4220 3.1843
O 0.63356 0.19015 -1.53487 -0.6855 0.3233 -2.1007
O 0.14937 -0.01317 0.69247 2.1322 -1.2965 -0.0664
C -1.09812 0.64000 0.66922 0.1784 -0.6904 -0.8670
H 1.93041 -2.58360 -2.42771 -0.2804 -0.1272 0.2909
H 2.22833 -3.35221 -0.79600 0.0645 0.2560 -0.0562
H 3.55084 -3.02796 -1.97879 -0.0722 -0.5743 -0.0019
H 3.07470 -0.49178 -1.83557 0.0290 -0.0752 0.1112
H 3.88460 -1.30533 -0.41342 0.0062 0.2142 -0.2782
H -1.76828 -0.11155 0.25191 -0.5864 0.7223 -0.5938
H -0.92416 1.55777 0.10748 -0.9542 0.0547 -0.0451
H -1.45781 0.79183 1.68690 0.5641 0.2628 0.0239
C -9.62445 1.59095 10.17231 -1.2007 1.3739 -0.8516
C -8.71891 0.82327 11.00418 1.0289 -1.5708 0.7667
O -7.59008 1.65285 11.34691 0.8442 0.1428 0.1677
C -6.48386 1.81662 10.61021 1.3422 -0.4726 -1.2250
O -5.64744 2.68156 10.82675 -1.8532 -1.9858 -0.6087
O -6.38675 0.81774 9.57232 -1.2177 1.6953 2.2960
C -5.31480 0.86618 8.67047 1.4259 0.2653 -0.1559
H -9.94242 2.50090 10.68122 0.0061 -0.0049 0.3143
H -10.54418 1.03969 9.97661 0.1476 -0.0853 -0.4323
H -9.12426 1.97338 9.28255 -0.2055 -0.4638 -0.3613
H -8.41065 -0.14647 10.61345 0.3818 0.3102 -0.6667
H -9.21175 0.48541 11.91580 0.2437 0.7107 0.5121
H -4.50847 0.19437 8.96474 -0.1997 -0.4289 0.2095
H -4.79883 1.82616 8.65231 -0.5102 0.3204 -0.1230
H -5.64896 0.56818 7.67667 -0.2222 0.1844 0.1481
C 11.65688 -0.13917 -4.43375 -0.8819 0.0755 0.2490
C 11.33743 0.89898 -5.55772 0.8693 -0.6803 1.5948
O 12.52547 1.01746 -6.36570 0.5205 0.8549 -0.6124
C 13.42373 2.05816 -6.20295 -1.3129 -0.6498 1.2539
O 13.30956 2.98947 -5.43145 0.1928 -0.9456 -1.0558
O 14.44620 1.76533 -6.99855 0.4418 -0.0326 -0.2126
C 15.63070 2.56293 -6.93492 0.3422 0.9921 0.0631
H 11.85398 -1.13514 -4.83035 0.7313 0.2743 -0.4767
H 10.79066 -0.41355 -3.83170 -0.5854 0.6549 -0.0195
H 12.38612 0.14950 -3.67680 0.3516 0.1809 -0.4889
H 11.03903 1.88683 -5.20673 0.1120 -0.1177 0.2480
H 10.50094 0.46025 -6.10171 0.4229 0.2655 -0.7192
H 16.09608 2.60497 -5.95016 -0.3509 -0.3433 0.1795
H 15.45053 3.59957 -7.21952 -0.3964 -0.0039 0.0123
H 16.38147 2.20091 -7.63732 -0.4652 -0.5206 -0.0131
C 8.06760 6.75295 -8.14440 -0.9416 0.1292 0.9375
C 7.54413 6.58061 -6.68417 1.5350 0.2826 -0.5181
O 6.13967 6.88114 -6.56043 0.8365 -0.2374 -0.9921
C 5.27523 5.97173 -6.16220 -0.7920 -1.7036 2.6476
O 5.51438 4.86817 -5.66817 -0.3713 1.7684 -1.3339
O 4.07194 6.57207 -6.18102 -0.3113 0.6449 -1.3274
C 2.93864 6.14266 -5.41098 1.3871 -1.3940 0.7151
H 8.11689 7.80573 -8.42247 -0.2143 -0.1251 -0.2100
H 7.36779 6.18780 -8.76001 0.0675 0.2477 -0.3479
H 9.05466 6.31325 -8.28759 -0.0128 -0.0095 0.3200
H 8.01653 7.27984 -5.99422 0.0700 0.1268 -0.1696
H 7.92026 5.60205 -6.38582 -1.1600 -0.3010 0.3841
H 3.30462 6.25352 -4.39026 -0.7934 0.1729 0.3034
H 2.74884 5.07716 -5.54059 0.0642 -0.0479 -0.2225
H 2.01628 6.67586 -5.64128 0.6397 0.4378 -0.1826
C 11.75599 -3.79075 2.18624 -0.3273 -0.2763 0.1381
C 11.35466 -5.26938 2.17325 -0.0309 0.4481 -0.5163
O 10.23444 -5.56730 3.03810 -0.7824 0.2867 -0.6510
C 8.94419 -5.46293 2.59330 -0.0593 -0.3764 -1.4504
O 8.52694 -5.14729 1.46899 1.3588 -0.6457 2.8938
O 8.19249 -5.88332 3.63894 -0.3224 -0.4377 -0.9575
C 6.79901 -6.19298 3.33061 0.1954 0.7291 0.2993
H 11.10902 -3.26673 2.88975 0.1343 0.1644 -0.0226
H 11.62231 -3.36314 1.19257 0.0803 0.1535 0.1564
H 12.79341 -3.69735 2.50741 -0.0806 0.2188 -0.0618
H 12.19874 -5.86139 2.52702 -0.4269 -0.2415 0.2179
H 11.15350 -5.54824 1.13891 -0.3438 -0.3220 0.1729
H 6.37751 -5.27336 2.92473 -0.3651 -0.2924 0.0149
H 6.32660 -6.49368 4.26576 0.2432 0.4459 0.1213
H 6.61789 -7.03558 2.66328 0.7199 0.1555 -0.3573
C 1.97864 0.13763 7.45536 1.0696 -0.6293 0.2202
C 2.33572 0.58889 8.87445 0.0899 1.7439 -0.6679
O 1.35630 0.08702 9.73453 -1.1385 -1.4313 0.7254
C 1.16040 0.50922 10.97943 -0.6445 1.1965 0.0098
O 1.73518 1.42051 11.51250 0.3152 -0.3076 0.2246
O 0.08764 -0.13733 11.47667 0.6691 -0.6374 -0.2583
C -0.38564 0.13032 12.79278 -0.9588 0.6584 0.1760
H 0.98145 0.28369 7.04017 -0.1576 0.3955 0.7796
H 2.16365 -0.93643 7.43915 0.0092 -0.0880 -0.3689
H 2.66350 0.62620 6.76229 0.1487 -0.1306 -0.0229
H 2.39016 1.67608 8.93069 -0.5091 0.2554 0.0708
H 3.34290 0.33410 9.20425 -0.0116 -0.7654 -0.1985
H 0.33680 0.19154 13.60667 0.3945 -0.2400 -0.4703
H -1.14835 -0.61898 13.00473 0.4226 -0.3404 -0.0719
H -0.96362 1.05440 12.80331 0.2867 0.3330 -0.1554
C -0.77340 7.81846 8.36901 0.1786 -0.8842 -0.3731
C -0.70649 6.30211 8.00577 -1.0582 1.0670 -0.0712
O 0.37434 5.99304 7.12185 0.4932 -0.6625 -1.3339
C 0.13048 5.82407 5.76960 -2.4122 2.4208 0.4073
O -0.96055 5.78347 5.22511 0.7848 -0.7496 1.1922
O 1.23529 6.04412 5.10837 1.7786 -0.3062 0.9499
C 1.24259 6.28819 3.72512 -0.2435 -0.0781 -1.1754
H -0.87395 8.40054 7.45294 0.1509 0.0822 0.0335
H 0.07814 8.16256 8.95602 0.0965 -0.0846 -0.1844
H -1.66985 7.99958 8.96205 -0.0549 -0.1377 0.0279
H -1.64616 6.06761 7.50564 0.0387 -0.2393 0.0158
H -0.63684 5.71164 8.91933 0.3536 -0.1817 -0.2542
H 1.68137 7.26102 3.50340 0.0431 0.0906 0.4682
H 0.24407 6.28076 3.28809 0.0035 -0.2204 0.2119
H 1.87761 5.54864 3.23734 -0.1541 -0.1328 0.0875
C 0.89538 -11.41097 -3.40385 0.3486 0.5397 1.0760
C 1.04104 -12.63767 -4.22893 -0.0575 -0.1803 -1.0015
O 0.24938 -13.63974 -3.65603 -1.0718 -3.5519 1.2972
C 0.47026 -14.97260 -4.00180 1.5418 1.3885 -2.0440
O 1.45252 -15.35820 -4.62837 -1.4140 0.5094 1.4637
O -0.59514 -15.70543 -3.72517 -1.1588 1.8096 1.1688
C -0.50495 -17.09469 -3.74224 1.9923 -1.3017 0.1420
H 1.54395 -11.61025 -2.55077 -0.1094 0.3982 0.3594
H -0.09864 -11.20690 -3.00586 -0.1002 -0.1355 -0.3546
H 1.28697 -10.51644 -3.88818 -0.0621 -0.1142 -0.1844
H 2.09524 -12.90917 -4.17373 -0.0616 -0.2485 -0.7895
H 0.59355 -12.57381 -5.22078 0.8616 0.5181 -0.4522
H -0.40097 -17.43744 -4.77171 -0.3280 -0.2685 0.1399
H -1.23217 -17.63190 -3.13342 -0.7956 0.7978 -0.5108
H 0.40751 -17.35975 -3.20813 0.4127 -0.1583 -0.3099
```
Positions in Å, forces in eV/Å.

## Properties
LUMO energy: 0.2 eV
DFT total energy: -6126.75762 Ha
Energy above the lowest of the compared OMol25 structures with the same formula, charge and spin: 705.1 kJ/mol